1.
Below is an isolated molecule of C12H16N6O2S2 at a distorted geometry, with properties calculated with ωB97M-V/def2-TZVPD.

Last column: natural (NBO) charge in e.
Geometry (Å):
C  1.840  4.608  5.192  -0.61
C  1.125  3.263  5.262  -0.39
C  1.403  2.369  4.055  -0.38
H  2.479  2.245  3.926  0.21
H  0.981  1.379  4.231  0.22
C  0.808  2.924  2.762  -0.46
C  1.007  1.996  1.626  0.09
N  1.605  0.869  1.677  -0.26
N  1.672  0.210  0.528  -0.34
C  1.109  0.821  -0.456  0.25
N  1.040  0.398  -1.745  -0.65
C  1.247  -0.869  -2.278  0.75
O  1.283  -0.993  -3.483  -0.64
C  1.762  -1.942  -1.340  -0.62
H  2.655  -1.578  -0.830  0.28
H  1.992  -2.823  -1.939  0.26
S  0.646  -2.466  0.002  0.33
C  -0.878  -2.091  -0.750  0.34
N  -0.825  -1.507  -1.900  -0.58
C  -1.984  -1.200  -2.551  0.43
C  -3.205  -1.476  -1.987  -0.48
C  -3.300  -2.100  -0.710  0.63
O  -4.296  -2.399  -0.088  -0.62
N  -2.028  -2.397  -0.135  -0.60
H  -2.032  -2.858  0.767  0.43
H  -4.123  -1.234  -2.495  0.23
N  -1.798  -0.566  -3.734  -0.79
H  -2.570  -0.515  -4.376  0.40
H  -0.868  -0.628  -4.122  0.42
H  0.699  1.070  -2.420  0.42
S  0.409  2.380  0.002  0.29
H  1.267  3.884  2.508  0.22
H  -0.265  3.102  2.888  0.22
H  0.049  3.427  5.352  0.19
H  1.454  2.737  6.160  0.21
H  1.461  5.215  4.373  0.20
H  2.908  4.463  5.050  0.20
H  1.690  5.162  6.115  0.21

SMILES: CCCCc1nnc(NC(=O)CSc2nc(N)cc(=O)[nH]2)s1
frontier orbital gap: 8.798 eV
HOMO: -0.30912 hartree
total energy: -1742.301217 hartree
total charge: 0

---

2.
Below is a 2-piece molecular cluster, C4H12 overall at a distorted geometry, with properties calculated with ωB97M-V/def2-TZVPD.

Last column: natural (NBO) charge in e.
Geometry (Å):
C  1.005  1.808  -0.603  -0.62
C  0.493  1.499  -2.017  -0.63
H  0.301  1.790  0.202  0.21
H  1.894  1.179  -0.460  0.20
H  1.578  2.732  -0.685  0.21
H  1.021  1.996  -2.813  0.22
H  -0.585  1.759  -2.007  0.20
H  0.207  0.448  -2.161  0.21
C  -1.149  -1.941  1.920  -0.61
C  -0.348  -1.381  0.783  -0.62
H  -2.060  -1.371  2.128  0.21
H  -1.382  -2.978  1.696  0.21
H  -0.687  -1.862  2.909  0.21
H  -0.037  -0.338  0.829  0.21
H  -0.806  -1.415  -0.213  0.20
H  0.555  -1.926  0.492  0.21

SMILES: CC.CC
frontier orbital gap: 12.150 eV
HOMO: -0.40430 hartree
total energy: -159.554159 hartree
total charge: 0

---

3.
Below is an isolated molecule of C15H30N6O3, with properties calculated with ωB97M-V/def2-TZVPD.

Last column: natural (NBO) charge in e.
Geometry (Å):
C  -2.916  -4.283  -0.788  -0.62
C  -2.505  -4.066  0.664  -0.40
C  -0.990  -4.102  0.870  -0.40
C  -0.247  -2.989  0.125  -0.22
N  -0.695  -1.673  0.508  -0.63
C  -1.444  -0.896  -0.315  0.80
O  -1.653  -1.165  -1.485  -0.70
N  -1.966  0.225  0.298  -0.67
H  -1.447  0.583  1.093  0.42
C  -2.499  1.276  -0.543  0.13
N  -3.166  2.268  0.242  -0.46
C  -2.370  3.375  0.446  0.80
O  -2.611  4.294  1.191  -0.65
N  -1.296  3.268  -0.393  -0.45
C  -1.386  2.122  -1.249  0.13
N  -0.124  1.448  -1.441  -0.65
C  0.687  1.043  -0.399  0.80
O  0.547  1.402  0.753  -0.69
N  1.684  0.206  -0.794  -0.63
H  1.807  0.011  -1.775  0.39
C  2.765  -0.160  0.091  -0.22
H  2.434  0.087  1.102  0.23
H  2.930  -1.241  0.023  0.19
C  4.059  0.589  -0.232  -0.40
C  5.184  0.207  0.726  -0.39
C  6.474  0.952  0.406  -0.60
H  6.321  2.027  0.482  0.20
H  6.807  0.725  -0.605  0.20
H  7.261  0.668  1.099  0.21
H  4.877  0.435  1.748  0.20
H  5.361  -0.870  0.665  0.19
H  3.871  1.662  -0.165  0.20
H  4.363  0.363  -1.258  0.19
H  -0.104  0.871  -2.269  0.40
H  -1.724  2.414  -2.259  0.19
C  -0.360  4.334  -0.611  -0.41
H  -0.423  4.703  -1.639  0.18
H  0.657  3.993  -0.408  0.20
H  -0.620  5.131  0.083  0.24
C  -4.264  1.942  1.114  -0.41
H  -4.016  1.110  1.778  0.19
H  -5.141  1.678  0.521  0.20
H  -4.475  2.831  1.707  0.24
H  -3.166  0.795  -1.269  0.22
H  -0.607  -1.413  1.477  0.39
H  -0.414  -3.071  -0.950  0.23
H  0.828  -3.072  0.323  0.19
H  -0.598  -5.061  0.527  0.20
H  -0.774  -4.016  1.938  0.19
H  -2.893  -3.104  1.005  0.20
H  -2.952  -4.843  1.288  0.20
H  -2.464  -5.191  -1.182  0.20
H  -3.997  -4.379  -0.859  0.21
H  -2.612  -3.441  -1.404  0.23

SMILES: CCCCNC(=O)N[C@@H]1[C@H](NC(=O)NCCCC)N(C)C(=O)N1C
frontier orbital gap: 9.460 eV
HOMO: -0.32395 hartree
total energy: -1143.938107 hartree
total charge: 0

---

4.
Below is an isolated molecule of C4H7N3 at a distorted geometry, with properties calculated with ωB97M-V/def2-TZVPD.

Last column: natural (NBO) charge in e.
Geometry (Å):
C  -0.242  -2.273  -0.303  -0.64
C  0.367  -0.949  -0.632  -0.22
C  -0.117  0.213  -0.187  0.08
C  0.685  1.456  0.038  -0.32
N  -0.313  2.335  0.577  -0.43
N  -1.344  1.610  1.032  0.05
N  -1.263  0.405  0.666  -0.26
H  0.319  -2.813  0.476  0.21
H  -1.257  -2.119  0.067  0.23
H  -0.271  -2.916  -1.185  0.21
H  1.158  0.775  0.801  0.23
H  1.309  -0.924  -1.189  0.20
H  1.395  1.921  -0.649  0.24
H  -0.263  3.315  0.814  0.41

SMILES: C/C=C1/CNN=N1
frontier orbital gap: 8.749 eV
HOMO: -0.29460 hartree
total energy: -320.775143 hartree
total charge: 0

---

5.
Below is C9H4F12MnNO6S3Sb as an isolated structure, with properties calculated with ωB97M-V/def2-TZVPD.

Last column: natural (NBO) charge in e.
Geometry (Å):
Mn  -0.173  0.436  0.060  1.59
O  -0.115  -3.313  -0.912  -0.51
C  0.309  -2.194  -0.937  0.77
O  -0.481  -1.158  -0.653  -0.69
C  1.742  -1.938  -1.344  -0.16
C  2.515  -3.074  -1.456  -0.09
C  3.837  -3.021  -1.898  -0.13
C  4.404  -1.810  -2.278  -0.21
C  3.655  -0.662  -2.188  -0.14
C  2.325  -0.685  -1.684  -0.19
S  1.626  0.853  -1.519  0.18
H  2.059  -4.020  -1.199  0.25
H  4.412  -3.934  -1.961  0.23
H  5.423  -1.768  -2.636  0.24
H  4.074  0.295  -2.468  0.24
F  -0.871  4.840  -0.488  -0.29
C  -1.784  3.931  -0.805  0.76
F  -2.978  4.484  -0.822  -0.28
F  -1.501  3.420  -1.998  -0.30
S  -1.715  2.582  0.476  2.22
O  -0.246  2.349  0.622  -0.92
O  -2.480  3.005  1.582  -0.81
N  -2.050  1.207  -0.258  -1.27
S  -3.589  0.666  -0.536  2.24
O  -4.460  1.791  -0.513  -0.89
O  -3.514  -0.255  -1.612  -0.87
C  -3.937  -0.357  0.983  0.74
F  -4.789  -1.314  0.645  -0.29
F  -2.811  -0.908  1.417  -0.30
F  -4.462  0.393  1.936  -0.29
F  1.116  -0.286  1.357  -0.69
Sb  0.807  0.033  3.349  3.17
F  2.592  -0.450  3.640  -0.66
F  1.330  1.799  2.986  -0.66
F  0.339  0.394  5.114  -0.65
F  -0.902  0.440  2.592  -0.69
F  0.293  -1.769  3.406  -0.66

expectation value of S²: 8.827
frontier orbital gap (alpha / beta): 7.503 / 6.846 eV
multiplicity: 6
HOMO (alpha / beta): -0.38754 / -0.41286 hartree
total energy: -4635.889973 hartree
total charge: 0

---

6.
Below is C13H31AlBr3FN3O7P as an isolated structure at a distorted geometry, with properties calculated with ωB97M-V/def2-TZVPD.

Last column: natural (NBO) charge in e.
Geometry (Å):
Al  -5.288  0.344  2.258  1.00
F  -3.845  -2.799  -0.255  -0.39
C  -0.699  -6.034  -3.469  -0.46
Br  -0.469  -6.573  -1.552  0.16
Br  -1.907  -7.212  -4.581  0.15
Br  1.065  -5.656  -4.280  0.15
H  -1.242  -5.089  -3.475  0.22
O  -0.226  1.682  0.888  -0.96
P  1.227  1.933  0.696  2.34
N  2.017  0.640  -0.221  -0.54
C  1.512  -0.720  -0.282  -0.43
C  3.252  0.898  -0.931  -0.44
N  1.986  1.907  2.196  -0.59
C  1.784  3.021  3.163  -0.44
C  3.125  1.115  2.465  -0.42
N  1.671  3.384  -0.060  -0.76
C  0.834  3.979  -1.115  -0.42
C  2.953  4.044  0.131  -0.40
H  1.264  -0.842  -1.336  0.25
H  0.568  -0.807  0.256  0.26
H  2.241  -1.455  0.060  0.24
H  3.100  1.745  -1.600  0.25
H  3.483  -0.004  -1.497  0.24
H  4.147  1.162  -0.367  0.24
H  0.712  3.218  3.127  0.25
H  2.101  2.830  4.189  0.25
H  2.356  3.930  2.980  0.24
H  3.946  1.515  1.870  0.22
H  3.363  1.252  3.520  0.24
H  2.920  0.065  2.255  0.24
H  1.205  3.680  -2.095  0.21
H  -0.201  3.640  -1.068  0.24
H  0.759  5.056  -0.962  0.23
H  2.818  4.849  0.853  0.22
H  3.499  4.402  -0.741  0.24
H  3.547  3.288  0.644  0.18
C  -2.982  0.299  -5.050  -0.27
O  -3.645  0.722  -3.910  -0.48
C  -3.917  1.982  -3.724  0.99
O  -4.317  2.414  -2.601  -0.67
O  -4.022  2.655  -4.870  -0.51
C  -4.197  4.054  -4.908  -0.27
H  -1.956  0.128  -4.726  0.18
H  -3.173  0.877  -5.955  0.22
H  -3.381  -0.674  -5.336  0.20
H  -5.052  4.239  -4.257  0.21
H  -4.257  4.498  -5.901  0.22
H  -3.510  4.693  -4.355  0.19
C  1.610  -4.321  4.956  -0.27
O  0.579  -3.386  5.121  -0.50
C  -0.599  -3.382  4.540  1.00
O  -1.373  -2.482  4.543  -0.62
O  -0.992  -4.670  4.199  -0.54
C  -2.326  -4.966  3.959  -0.25
H  2.259  -4.398  5.828  0.22
H  2.166  -4.180  4.029  0.18
H  1.378  -5.386  4.948  0.21
H  -2.506  -5.030  2.886  0.19
H  -2.850  -4.155  4.465  0.20
H  -2.514  -5.920  4.452  0.20

frontier orbital gap: 1.784 eV
HOMO: -0.50498 hartree
total energy: -9609.641103 hartree
total charge: +2

---

7.
Below is a 2-piece molecular cluster, C5H12N2O overall at a distorted geometry, with properties calculated with ωB97M-V/def2-TZVPD.

Last column: natural (NBO) charge in e.
Geometry (Å):
C  0.816  2.063  -2.870  -0.71
C  0.696  1.119  -1.755  0.03
C  0.857  -0.266  -1.893  0.33
O  0.735  -1.144  -0.979  -0.53
H  1.343  2.964  -2.546  0.28
H  1.397  1.617  -3.682  0.25
H  -0.160  2.343  -3.286  0.29
H  0.540  1.561  -0.778  0.22
H  0.982  -0.659  -2.901  0.21
H  0.023  -0.921  -0.287  0.54
C  -0.202  -1.262  2.290  -0.01
C  -1.257  -0.585  1.884  -0.07
N  -1.569  -0.288  0.524  -0.88
N  0.005  -1.522  3.664  -0.84
H  0.590  -1.581  1.609  0.16
H  -1.964  -0.277  2.647  0.21
H  -1.280  0.609  0.164  0.37
H  -2.532  -0.444  0.262  0.41
H  0.624  -0.867  4.119  0.38
H  0.357  -2.459  3.814  0.38

expectation value of S²: 0.755
frontier orbital gap (alpha / beta): 8.354 / 4.687 eV
multiplicity: 2
HOMO (alpha / beta): -0.45548 / -0.45532 hartree
total energy: -382.102701 hartree
total charge: +1

---

8.
Below is a 2-piece molecular cluster, C4H11N2O overall at a distorted geometry, with properties calculated with ωB97M-V/def2-TZVPD.

Last column: natural (NBO) charge in e.
Geometry (Å):
C  -0.296  -1.458  0.539  -0.26
N  0.935  -1.025  -0.005  -0.70
C  1.695  -0.145  0.967  0.17
O  2.464  0.735  0.366  -0.92
C  -1.552  -0.439  0.641  -0.20
N  -2.563  -0.755  -0.142  -0.43
C  -0.106  1.698  -1.578  -0.87
H  -0.821  -2.111  -0.214  0.19
H  -0.118  -1.965  1.522  0.19
H  0.935  -0.437  -0.831  0.36
H  0.926  0.300  1.778  0.01
H  2.300  -1.002  1.508  0.04
H  -1.545  -0.102  1.688  0.16
H  -1.460  0.080  -0.423  0.38
H  -0.511  0.700  -1.754  0.19
H  -0.830  2.536  -1.966  0.20
H  -0.442  1.584  -0.494  0.21
H  0.988  1.808  -1.603  0.27

frontier orbital gap: 6.307 eV
HOMO: -0.10176 hartree
total energy: -343.536336 hartree
total charge: -1

---

9.
Below is an isolated molecule of C5H8 at a distorted geometry, with properties calculated with ωB97M-V/def2-TZVPD.

Last column: natural (NBO) charge in e.
Geometry (Å):
C  -1.994  -0.622  -0.021  -0.67
C  -1.153  0.720  -0.044  -0.14
C  0.179  0.818  -0.205  -0.26
C  1.214  -0.256  -0.206  -0.22
C  2.539  -0.172  0.085  -0.39
H  -1.989  -0.933  1.123  0.22
H  -3.009  -0.377  -0.325  0.22
H  -1.465  -1.448  -0.634  0.22
H  -1.745  1.694  0.229  0.21
H  0.493  1.901  -0.002  0.20
H  0.768  -1.216  -0.188  0.19
H  2.858  0.886  0.185  0.19
H  3.303  -0.995  0.002  0.22

SMILES: C=C/C=C\C
frontier orbital gap: 9.707 eV
HOMO: -0.31999 hartree
total energy: -195.231774 hartree
total charge: 0

---

10.
Below is C6H6 as an isolated structure at a distorted geometry, with properties calculated with ωB97M-V/def2-TZVPD.

Last column: natural (NBO) charge in e.
Geometry (Å):
C  -1.472  0.669  0.263  -0.60
C  -0.728  -0.676  0.106  -0.44
C  0.757  -0.498  -0.264  0.03
C  1.315  -0.137  -1.491  -0.08
C  2.000  0.920  -0.655  -0.04
C  2.119  -0.194  0.181  -0.23
H  -2.515  0.515  0.576  0.22
H  -0.980  1.285  1.019  0.21
H  -1.486  1.230  -0.677  0.22
H  -1.236  -1.249  -0.693  0.24
H  -0.831  -1.266  1.021  0.22
H  3.057  -0.598  0.614  0.25

frontier orbital gap: 9.524 eV
HOMO: -0.32609 hartree
total energy: -231.980711 hartree
total charge: 0

---

11.
Below is C21H31F5MnOP2 as an isolated structure at a distorted geometry, with properties calculated with ωB97M-V/def2-TZVPD.

Last column: natural (NBO) charge in e.
Geometry (Å):
P  -0.130  3.069  0.594  1.64
P  -3.067  0.296  0.260  1.56
C  -1.936  3.040  0.312  -0.76
C  -2.822  1.964  0.992  -0.73
H  -2.129  3.102  -0.770  0.27
H  -2.250  4.014  0.720  0.24
H  -2.557  1.841  2.058  0.25
H  -3.846  2.373  0.999  0.25
C  -4.276  0.476  -1.080  -0.97
H  -4.295  -0.438  -1.689  0.28
H  -4.056  1.334  -1.724  0.25
H  -5.260  0.609  -0.617  0.23
C  -4.043  -0.621  1.488  -0.97
H  -5.104  -0.398  1.314  0.24
H  -3.762  -0.334  2.508  0.24
H  -3.898  -1.703  1.364  0.27
C  0.585  4.481  -0.264  -0.99
H  1.683  4.415  -0.249  0.27
H  0.296  5.394  0.268  0.24
H  0.232  4.544  -1.300  0.27
C  0.130  3.407  2.339  -0.98
H  -0.491  2.750  2.966  0.26
H  -0.179  4.450  2.515  0.25
H  1.195  3.305  2.598  0.28
Mn  2.622  -0.716  1.726  1.41
C  -1.963  -1.019  -0.393  -0.48
C  -1.223  -0.618  -1.584  -0.66
C  -0.937  0.747  -1.953  -0.39
C  0.503  1.214  -1.619  -0.41
C  0.699  1.653  -0.141  -0.55
C  0.676  0.662  0.969  -0.70
C  -0.385  -0.181  1.530  -0.42
C  -0.916  -1.398  0.728  -0.43
C  4.628  -0.462  1.199  -1.24
H  -2.620  -1.888  -0.599  0.21
H  -0.780  -1.409  -2.189  0.21
H  -1.639  1.444  -1.466  0.12
H  -1.039  0.846  -3.051  0.19
H  1.212  0.398  -1.831  0.25
H  0.774  2.060  -2.275  0.17
H  1.737  2.073  -0.123  0.25
H  1.457  0.921  1.759  0.11
H  -1.252  0.410  1.918  0.11
H  0.041  -0.619  2.468  0.20
H  -0.070  -1.928  0.276  0.26
H  -1.361  -2.104  1.441  0.16
H  5.112  -1.182  1.875  0.21
H  4.935  0.578  1.374  0.20
H  4.733  -0.756  0.141  0.22
F  3.725  -6.056  -3.118  -0.30
C  3.356  -5.127  -2.219  0.22
C  2.825  -5.531  -0.993  0.26
F  2.686  -6.845  -0.722  -0.30
C  2.410  -4.579  -0.092  0.28
F  1.845  -4.957  1.071  -0.32
C  2.526  -3.182  -0.351  0.26
O  2.191  -2.313  0.535  -0.89
C  3.017  -2.823  -1.638  0.24
F  3.034  -1.512  -1.987  -0.32
C  3.457  -3.769  -2.536  0.27
F  3.964  -3.401  -3.732  -0.30

expectation value of S²: 8.771
frontier orbital gap (alpha / beta): 4.088 / 3.976 eV
multiplicity: 6
HOMO (alpha / beta): -0.16325 / -0.16235 hartree
total energy: -3226.727695 hartree
total charge: 0